Version i
Below is 2 unconnected molecules or ions with the total composition C10H16, with properties calculated with the ωB97M-V functional and the def2-TZVPD basis.

XYZ file:
```
26
C10H16 (the ωB97M-V functional and the def2-TZVPD basis)
C -0.94098 -0.02495 -2.82811
C -0.74700 -0.77661 -1.60398
C -1.76169 -0.92200 -0.70217
C -1.76413 -1.78744 0.32676
C -0.57733 -2.47835 0.46353
C 0.56709 -2.38252 -0.36185
C 0.41680 -1.45716 -1.32512
H -1.96976 -0.22352 -3.29220
H -0.05750 -0.13368 -3.50549
H -0.94986 1.01160 -2.51030
H -2.62668 -0.32523 -0.78163
H -2.47481 -1.74916 1.11695
H -0.59611 -3.17540 1.20481
H 1.50241 -3.03468 -0.39568
H 1.33151 -1.25122 -1.97899
C -0.23018 1.46806 1.10265
C 1.24758 1.49404 1.03367
C 1.90947 2.24892 2.18102
H -0.75394 1.20913 2.01770
H -0.43072 0.80372 0.22092
H -0.50858 2.44219 0.75868
H 1.51433 0.41102 1.24669
H 1.67695 1.72186 0.06721
H 1.93667 3.21722 1.97411
H 1.40954 1.98437 3.18061
H 2.87691 1.70977 2.39022
```

Values from the calculation:
- SMILES = Cc1ccccc1.CCC
- HOMO-LUMO gap (eV) = 9.77
- HOMO energy (eV) = -8.752


Version ii
Below is 2 unconnected molecules or ions with the total composition C10H16, with properties calculated with the ωB97M-V functional and the def2-TZVPD basis.

XYZ file:
```
26
C10H16 (the ωB97M-V functional and the def2-TZVPD basis)
C -0.55467 3.99381 -1.94086
C -0.61634 2.54743 -1.46133
C 0.56522 1.83325 -1.43653
C 0.47962 0.49648 -1.07748
C -0.70237 -0.06968 -0.66918
C -1.91360 0.61353 -0.89359
C -1.87352 1.94899 -1.27065
H -1.55749 4.27896 -2.25675
H 0.21368 3.99064 -2.71249
H -0.39870 4.75899 -1.17334
H 1.53433 2.26535 -1.62389
H 1.30697 -0.21355 -1.02087
H -0.74066 -1.05523 -0.23314
H -2.82295 0.07187 -0.70337
H -2.78293 2.51341 -1.38697
C 0.45737 -3.31545 0.88880
C 1.45411 -2.42493 1.62091
C 0.91111 -1.92867 2.93356
H -0.45924 -2.77462 0.66747
H 0.74046 -3.39071 -0.17612
H 0.33369 -4.29373 1.33647
H 2.40560 -3.00159 1.68484
H 1.80293 -1.58360 1.00678
H 1.30827 -0.91747 3.15480
H -0.17412 -1.77107 2.93601
H 1.08322 -2.57243 3.80690
```

Values from the calculation:
- SMILES = Cc1ccccc1.CCC
- HOMO-LUMO gap (eV) = 10.00
- HOMO energy (eV) = -8.964


Version iii
Below is 2 unconnected molecules or ions with the total composition C10H16, with properties calculated with the ωB97M-V functional and the def2-TZVPD basis.

XYZ file:
```
26
C10H16 (the ωB97M-V functional and the def2-TZVPD basis)
C 2.74426 -0.53177 0.34459
C 2.30136 0.77441 -0.33465
C 0.92483 1.18657 0.11684
C 0.77558 1.59199 1.44331
C -0.53611 1.80169 1.87335
C -1.57869 1.92351 0.98373
C -1.36906 1.63590 -0.36598
C -0.14187 1.12720 -0.77412
H 2.76145 -0.36253 1.42164
H 3.61011 -0.90568 -0.20733
H 2.03855 -1.36389 0.26285
H 3.08322 1.51956 -0.13434
H 2.41634 0.66194 -1.41989
H 1.60906 1.98137 2.01373
H -0.69687 1.99000 2.93155
H -2.56396 2.28010 1.25694
H -2.11663 2.00951 -1.04768
H -0.00222 0.78974 -1.79294
C -1.70840 -1.72542 -0.23101
C -1.62869 -2.83473 -1.27998
H -2.28667 -2.00227 0.64657
H -0.73264 -1.30350 -0.01334
H -2.18442 -0.93233 -0.80109
H -1.15158 -3.79031 -1.05047
H -0.97835 -2.47158 -2.09027
H -2.58860 -3.04949 -1.75201
```

Values from the calculation:
- SMILES = CCc1ccccc1.CC
- HOMO-LUMO gap (eV) = 10.00
- HOMO energy (eV) = -8.992


Version iv
Below is 2 unconnected molecules or ions with the total composition C10H16, with properties calculated with the ωB97M-V functional and the def2-TZVPD basis.

XYZ file:
```
26
C10H16 (the ωB97M-V functional and the def2-TZVPD basis)
C 0.46362 -0.88545 2.39883
C 1.07885 -0.47253 1.10656
C 1.21277 0.88401 0.79979
C 1.66155 1.28711 -0.44268
C 2.01775 0.37839 -1.42928
C 1.94746 -0.97995 -1.13556
C 1.51396 -1.35800 0.12211
H 0.70559 -0.15545 3.16570
H 0.62778 -1.91740 2.69629
H -0.62999 -0.77248 2.35738
H 0.73365 1.58585 1.47888
H 1.80218 2.32630 -0.70963
H 2.49479 0.74439 -2.31484
H 2.12364 -1.70344 -1.91884
H 1.67846 -2.37899 0.42092
C -2.61682 -0.97414 -0.59707
C -2.97382 0.41550 -0.04377
C -2.43910 1.58544 -0.82658
H -2.19516 -1.63477 0.15056
H -3.44306 -1.47636 -1.09351
H -1.79767 -0.93596 -1.32871
H -2.58158 0.42524 0.95950
H -4.05285 0.47359 0.04846
H -1.35977 1.61368 -0.92381
H -2.52336 2.52378 -0.25323
H -2.94574 1.81698 -1.76397
```

Values from the calculation:
- SMILES = Cc1ccccc1.CCC
- HOMO-LUMO gap (eV) = 10.02
- HOMO energy (eV) = -9.007


Relative stability in hartree, measured from the most stable structure: version i 0.0561; version ii 0.0082; version iii 0.0128; version iv 0.0000


Version i
Below is 2 unconnected molecules or ions with the total composition C10H16, with properties calculated with the ωB97M-V functional and the def2-TZVPD basis.

XYZ file:
```
26
C10H16 (the ωB97M-V functional and the def2-TZVPD basis)
C 2.50737 -1.81500 -0.98477
C 1.16426 -1.74900 -0.31142
C 1.04489 -1.31888 1.00382
C -0.19852 -1.25806 1.63424
C -1.32618 -1.48619 0.87150
C -1.22464 -2.08797 -0.37427
C 0.02109 -2.18939 -0.97531
H 2.42966 -1.50416 -2.02609
H 2.85572 -2.84577 -1.01017
H 3.26488 -1.21652 -0.48290
H 1.95112 -1.01899 1.51970
H -0.21815 -0.90555 2.65725
H -2.28201 -1.19795 1.26860
H -2.07947 -2.49517 -0.89861
H 0.15215 -2.56195 -1.98467
C 0.06129 2.29810 -0.99077
C -1.28169 2.17366 -0.27966
C -1.08749 2.44103 1.22821
H 0.74881 1.53835 -0.61926
H 0.43532 3.31362 -0.87053
H -0.04640 2.14197 -2.06829
H -1.96060 2.97110 -0.60056
H -1.80617 1.23744 -0.46871
H -0.98900 3.51653 1.37124
H -1.94247 2.09453 1.81167
H -0.19375 1.92420 1.57978
```

Values from the calculation:
- SMILES = Cc1ccccc1.CCC
- HOMO-LUMO gap (eV) = 10.00
- HOMO energy (eV) = -8.991


Version ii
Below is 2 unconnected molecules or ions with the total composition C10H16, with properties calculated with the ωB97M-V functional and the def2-TZVPD basis.

XYZ file:
```
26
C10H16 (the ωB97M-V functional and the def2-TZVPD basis)
C 1.02073 2.35953 0.63522
C 1.22393 1.41023 -0.53083
C 2.04579 0.31404 -0.52906
C 1.91884 -0.60979 -1.59083
C 0.99984 -0.40829 -2.63548
C 0.47506 0.85330 -2.69820
C 0.55544 1.79921 -1.68603
H 0.92140 1.86549 1.60759
H 0.02629 2.76383 0.59769
H 1.73886 3.19652 0.63349
H 2.66042 0.09357 0.35890
H 2.49232 -1.52347 -1.55039
H 0.85887 -1.11383 -3.43490
H -0.01685 1.27013 -3.59639
H 0.09056 2.77741 -1.88599
C -1.43566 -0.09518 1.71334
C -1.64559 -1.52318 2.16660
C -1.59612 -2.48173 0.86789
H -1.68167 0.73161 2.34810
H -0.50836 0.04344 1.15218
H -2.06837 0.00613 0.77855
H -0.90624 -1.99861 2.86829
H -2.57825 -1.61025 2.64063
H -1.50647 -1.82555 -0.00995
H -0.65644 -3.09738 0.93322
H -2.42834 -3.19717 0.84637
```

Values from the calculation:
- SMILES = Cc1ccccc1.CCC
- HOMO-LUMO gap (eV) = 10.11
- HOMO energy (eV) = -9.087


Relative stability in hartree, measured from the most stable structure: version i 0.0000; version ii 0.0362


Version i
Below is 2 unconnected molecules or ions with the total composition C10H16, with properties calculated with the ωB97M-V functional and the def2-TZVPD basis.

XYZ file:
```
26
C10H16 (the ωB97M-V functional and the def2-TZVPD basis)
C -1.43379 -2.17356 -0.09607
C -0.63450 -1.22957 -0.98055
C -1.07607 0.25129 -0.94022
C -0.07483 1.25861 -0.98207
C -0.45322 2.54223 -0.66533
C -1.77561 2.94667 -0.59760
C -2.78596 1.96004 -0.52313
C -2.38774 0.65380 -0.83055
H -1.44595 -1.77307 0.91527
H -1.02510 -3.18904 -0.14036
H -2.48960 -2.28420 -0.36867
H 0.37629 -1.03683 -0.65154
H -0.84651 -1.59438 -1.99491
H 0.92484 0.90577 -1.19960
H 0.30274 3.30939 -0.47917
H -2.10877 3.89556 -1.02417
H -3.71831 2.40085 -0.20922
H -3.16828 -0.06247 -1.11578
C 3.15426 -1.42256 0.98624
C 2.85448 -0.32753 2.02455
H 3.55639 -0.93360 0.08702
H 3.87171 -2.19588 1.22430
H 2.16472 -1.77402 0.66986
H 2.06749 -0.60887 2.74015
H 2.41903 0.55003 1.54094
H 3.73227 -0.06868 2.61062
```

Values from the calculation:
- SMILES = CCc1ccccc1.CC
- HOMO-LUMO gap (eV) = 9.53
- HOMO energy (eV) = -8.548


Version ii
Below is 2 unconnected molecules or ions with the total composition C10H16, with properties calculated with the ωB97M-V functional and the def2-TZVPD basis.

XYZ file:
```
26
C10H16 (the ωB97M-V functional and the def2-TZVPD basis)
C 0.63171 2.95925 1.15402
C 1.02297 1.53308 0.53717
C 0.22934 0.44244 1.08236
C -1.00795 0.11550 0.62087
C -1.81436 -0.99437 1.09134
C -1.11393 -1.75401 2.02689
C 0.20955 -1.56137 2.40703
C 0.86965 -0.47290 1.85608
H 1.50058 3.45353 1.71725
H -0.21580 2.91879 1.80872
H 0.26738 3.81041 0.42806
H 0.65872 1.62817 -0.50261
H 2.13934 1.23144 0.31349
H -1.54047 0.74230 -0.12282
H -2.87582 -1.08783 0.82590
H -1.57760 -2.65955 2.43621
H 0.62346 -2.12971 3.17702
H 1.86440 -0.26335 2.35147
C 0.73837 -1.09715 -2.74055
C -0.73493 -0.88514 -3.02874
H 1.16983 -2.09577 -2.99949
H 1.44934 -0.38156 -3.27502
H 0.98108 -0.74197 -1.75415
H -1.30860 -0.25435 -2.44545
H -1.23785 -1.94738 -2.90186
H -0.92840 -0.50850 -4.06320
```

Values from the calculation:
- SMILES = CCc1ccccc1.CC
- HOMO-LUMO gap (eV) = 10.07
- HOMO energy (eV) = -9.123


Relative stability in hartree, measured from the most stable structure: version i 0.0000; version ii 0.0086


Version i
Below is 2 unconnected molecules or ions with the total composition C10H16, with properties calculated with the ωB97M-V functional and the def2-TZVPD basis.

XYZ file:
```
26
C10H16 (the ωB97M-V functional and the def2-TZVPD basis)
C -1.78539 1.37204 -1.21795
C -0.79073 1.92708 -0.24016
C -0.45819 3.28006 -0.24529
C 0.41719 3.78470 0.69974
C 1.09966 2.92028 1.56094
C 0.96112 1.55966 1.34315
C -0.06836 1.05504 0.58622
H -2.79504 1.35477 -0.79715
H -1.53502 0.39259 -1.59923
H -1.87062 1.98904 -2.11830
H -0.89261 3.92582 -0.99584
H 0.44735 4.85787 0.84803
H 1.85992 3.36558 2.17293
H 1.54827 0.87356 1.94752
H -0.36215 0.01791 0.53401
C -0.77439 -3.39559 0.11884
C 0.53870 -3.46074 -0.66563
C 1.42015 -2.27686 -0.27506
H -0.50483 -3.39807 1.18213
H -1.44802 -4.21977 -0.09680
H -1.25659 -2.42583 0.00902
H 1.10261 -4.39101 -0.63099
H 0.26520 -3.29730 -1.71582
H 2.44190 -2.30630 -0.65094
H 0.92355 -1.35045 -0.56488
H 1.51634 -2.15409 0.81150
```

Values from the calculation:
- SMILES = Cc1ccccc1.CCC
- HOMO-LUMO gap (eV) = 10.01
- HOMO energy (eV) = -9.008


Version ii
Below is 2 unconnected molecules or ions with the total composition C10H16, with properties calculated with the ωB97M-V functional and the def2-TZVPD basis.

XYZ file:
```
26
C10H16 (the ωB97M-V functional and the def2-TZVPD basis)
C 0.69074 -1.76855 -0.35906
C 0.67344 -0.27685 0.10119
C 0.92074 0.69764 -0.97376
C 2.28250 0.92058 -1.11376
C 2.64592 1.65280 -2.25855
C 1.57337 2.07278 -3.06398
C 0.20689 1.81350 -2.86125
C -0.12466 1.14859 -1.70434
H 1.34647 -2.42816 0.25385
H 1.13887 -1.87425 -1.33645
H -0.37916 -1.90777 -0.27625
H -0.25714 -0.04391 0.60267
H 1.34301 -0.07462 0.91440
H 3.03629 0.65330 -0.33358
H 3.73739 1.89576 -2.39626
H 1.91276 2.88990 -3.71383
H -0.39618 1.99028 -3.66641
H -1.24670 0.99524 -1.38585
C -2.69339 -0.54816 2.48289
C -2.03089 -1.47387 3.41455
H -2.58455 0.47890 2.90044
H -2.30885 -0.58030 1.53505
H -3.72124 -0.64473 2.39391
H -2.30076 -1.36666 4.43433
H -2.48429 -2.58628 3.13730
H -0.98056 -1.63517 3.27273
```

Values from the calculation:
- SMILES = CCc1ccccc1.CC
- HOMO-LUMO gap (eV) = 9.72
- HOMO energy (eV) = -8.725


Relative stability in hartree, measured from the most stable structure: version i 0.0000; version ii 0.0690